Computed, not measured: an isolated molecule of H3O3P, with ωB97M-V/def2-TZVPD.

Element x y z (Å)
O (-1.50835, -0.24716, 0.24229)
O (-0.92134, 0.76247, -0.50811)
O (0.33154, 1.07487, 0.18761)
P (1.56041, 0.01614, 0.05063)
H (-1.92616, 0.20856, 0.99431)
H (0.90480, -1.34526, 0.43395)
H (1.55911, -0.46961, -1.40068)

The calculation puts the orbital gap at 10.85 eV. The HOMO energy comes out at -10.09 eV. Its SMILES is OOOP. The value obtained for the total energy is -15474.05234 eV. The energy relative to the best compared isomer or geometry (same formula, charge and spin) is 7.5420 eV.

Here are the Mulliken charges for atoms 1 to 6, given in e:
1. O -0.2983
2. O -0.0380
3. O -0.2306
4. P 0.0905
5. H 0.3481
6. H 0.0568

---

Computed, not measured: a cluster of 2 separate species, Cl2H2N2 in total, with ωB97M-V/def2-TZVPD.

Element x y z (Å)
N (-1.63257, 0.84246, 0.63123)
N (1.28603, -1.31263, -0.24985)
Cl (-0.44673, 1.62047, -0.06933)
Cl (1.84579, -0.01765, -1.02664)
H (-1.68119, -0.13254, 0.15899)
H (0.62868, -1.00011, 0.55559)

The calculation puts the orbital gap (alpha / beta) at 10.40 / 8.75 eV. The HOMO energy (alpha / beta) comes out at -9.85 / -9.89 eV. Its expectation value of S² is 2.01. Its spin multiplicity is 3. The value obtained for the total energy is -28051.97200 eV. The energy relative to the best compared isomer or geometry (same formula, charge and spin) is 0.0000 eV.

Charges per atom according to Mulliken partitioning, unit e:
1. N -0.3329
2. N -0.2856
3. Cl 0.0659
4. Cl 0.0523
5. H 0.2632
6. H 0.2371

---

Computed, not measured: a structure of composition C19H13F5N4RuS2, with ωB97M-V/def2-TZVPD.

Element x y z (Å)
Ru (0.54457, 0.11967, -0.18362)
F (6.85946, 2.38383, -0.42401)
C (5.54160, 2.35866, -0.53934)
C (4.84182, 1.19736, -0.25282)
F (5.47271, 0.09526, 0.13557)
C (3.47244, 1.22151, -0.38926)
F (2.77761, 0.06164, -0.12217)
C (2.74386, 2.32069, -0.79294)
S (0.98568, 2.27796, -0.91154)
C (3.47513, 3.46955, -1.07483)
F (2.85181, 4.57501, -1.46376)
C (4.85483, 3.49271, -0.95023)
F (5.52882, 4.59997, -1.22070)
C (-4.56034, 2.61363, -0.19771)
C (-4.81424, 1.34828, -0.71727)
C (-3.79717, 0.42029, -0.83874)
C (-2.50390, 0.76825, -0.44218)
C (-2.24560, 2.02566, 0.08351)
C (-3.27854, 2.94687, 0.20349)
N (-1.42904, -0.19520, -0.52672)
N (-1.81214, -1.36731, -0.76594)
C (-0.79277, -2.30832, -0.75552)
C (-1.09563, -3.65088, -0.97877)
C (-0.06010, -4.56553, -0.93667)
C (1.24398, -4.13434, -0.68563)
C (1.53318, -2.79291, -0.46564)
C (0.50574, -1.85292, -0.49022)
H (-5.36265, 3.33340, -0.10838)
H (-5.81322, 1.08458, -1.03734)
H (-3.99273, -0.55493, -1.25598)
H (-1.25746, 2.29484, 0.42155)
H (-3.06914, 3.92623, 0.61152)
H (-2.11403, -3.95101, -1.18795)
H (-0.25452, -5.61491, -1.11097)
H (2.04609, -4.86124, -0.66687)
H (2.55696, -2.49062, -0.28171)
N (-0.65730, -2.33917, 2.78594)
C (-0.90840, -1.09086, 2.44530)
N (-2.13818, -0.61892, 2.43101)
S (0.44508, -0.04037, 2.05340)
H (-1.38037, -2.98771, 3.05905)
H (0.29215, -2.67292, 2.73530)
H (-2.94448, -1.19206, 2.63097)
H (-2.29157, 0.34626, 2.17880)

The calculation puts the orbital gap (alpha / beta) at 6.73 / 6.48 eV. The HOMO energy (alpha / beta) comes out at -11.23 / -11.28 eV. As for the total charge: +1. Its expectation value of S² is 0.76. Its spin multiplicity is 2. The value obtained for the total energy is -63707.06287 eV. The energy relative to the best compared isomer or geometry (same formula, charge and spin) is 0.0000 eV.

Here are the Mulliken charges for atoms 1 to 6, given in e:
1. Ru -0.2204
2. F -0.2733
3. C 0.6974
4. C -0.4316
5. F -0.2739
6. C 0.4876

---

Repeat the third record exactly.
Computed, not measured: a structure of composition C19H13F5N4RuS2, with ωB97M-V/def2-TZVPD.

Element x y z (Å)
Ru (0.54457, 0.11967, -0.18362)
F (6.85946, 2.38383, -0.42401)
C (5.54160, 2.35866, -0.53934)
C (4.84182, 1.19736, -0.25282)
F (5.47271, 0.09526, 0.13557)
C (3.47244, 1.22151, -0.38926)
F (2.77761, 0.06164, -0.12217)
C (2.74386, 2.32069, -0.79294)
S (0.98568, 2.27796, -0.91154)
C (3.47513, 3.46955, -1.07483)
F (2.85181, 4.57501, -1.46376)
C (4.85483, 3.49271, -0.95023)
F (5.52882, 4.59997, -1.22070)
C (-4.56034, 2.61363, -0.19771)
C (-4.81424, 1.34828, -0.71727)
C (-3.79717, 0.42029, -0.83874)
C (-2.50390, 0.76825, -0.44218)
C (-2.24560, 2.02566, 0.08351)
C (-3.27854, 2.94687, 0.20349)
N (-1.42904, -0.19520, -0.52672)
N (-1.81214, -1.36731, -0.76594)
C (-0.79277, -2.30832, -0.75552)
C (-1.09563, -3.65088, -0.97877)
C (-0.06010, -4.56553, -0.93667)
C (1.24398, -4.13434, -0.68563)
C (1.53318, -2.79291, -0.46564)
C (0.50574, -1.85292, -0.49022)
H (-5.36265, 3.33340, -0.10838)
H (-5.81322, 1.08458, -1.03734)
H (-3.99273, -0.55493, -1.25598)
H (-1.25746, 2.29484, 0.42155)
H (-3.06914, 3.92623, 0.61152)
H (-2.11403, -3.95101, -1.18795)
H (-0.25452, -5.61491, -1.11097)
H (2.04609, -4.86124, -0.66687)
H (2.55696, -2.49062, -0.28171)
N (-0.65730, -2.33917, 2.78594)
C (-0.90840, -1.09086, 2.44530)
N (-2.13818, -0.61892, 2.43101)
S (0.44508, -0.04037, 2.05340)
H (-1.38037, -2.98771, 3.05905)
H (0.29215, -2.67292, 2.73530)
H (-2.94448, -1.19206, 2.63097)
H (-2.29157, 0.34626, 2.17880)

The calculation puts the orbital gap (alpha / beta) at 6.73 / 6.48 eV. The HOMO energy (alpha / beta) comes out at -11.23 / -11.28 eV. As for the total charge: +1. Its expectation value of S² is 0.76. Its spin multiplicity is 2. The value obtained for the total energy is -63707.06287 eV. The energy relative to the best compared isomer or geometry (same formula, charge and spin) is 0.0000 eV.

Here are the Mulliken charges for atoms 1 to 6, given in e:
1. Ru -0.2204
2. F -0.2733
3. C 0.6974
4. C -0.4316
5. F -0.2739
6. C 0.4876